Version i
Formula: C30H90O40P10
Source: the OMol25 dataset
Level of theory: ωB97M-V/def2-TZVPD

```
! RIJCOSX wB97M-V def2-TZVPD def2/J DEFGRID3
* xyz 0 1
C 4.088 1.902 -6.668
O 3.478 1.691 -5.439
P 3.723 0.380 -4.508
O 2.739 0.379 -3.384
O 3.658 -0.831 -5.630
C 2.564 -1.741 -5.601
O 5.286 0.480 -4.040
C 5.540 1.595 -3.148
H 3.214 2.151 -7.270
H 4.560 0.982 -7.011
H 4.743 2.767 -6.771
H 2.014 -1.764 -4.661
H 2.921 -2.766 -5.711
H 1.824 -1.561 -6.381
H 6.216 2.195 -3.757
H 6.039 1.255 -2.240
H 4.660 2.208 -2.955
C -2.679 -2.665 -1.345
O -3.332 -3.200 -0.187
P -2.696 -4.455 0.616
O -3.398 -4.740 1.870
O -1.121 -3.968 0.849
C -0.332 -4.769 1.664
O -2.687 -5.700 -0.460
C -2.669 -7.031 0.034
H -2.131 -1.755 -1.101
H -3.342 -2.382 -2.163
H -2.069 -3.463 -1.767
H 0.620 -4.991 1.182
H -0.833 -5.701 1.924
H -0.141 -4.332 2.644
H -1.878 -7.641 -0.403
H -3.620 -7.533 -0.143
H -2.501 -7.077 1.110
C 5.743 -3.049 -2.965
O 4.954 -3.145 -1.827
P 3.535 -3.935 -1.903
O 2.859 -3.918 -3.222
O 2.647 -3.274 -0.720
C 3.160 -2.903 0.569
O 3.793 -5.370 -1.140
C 4.573 -6.331 -1.814
H 5.973 -1.995 -3.121
H 5.236 -3.493 -3.822
H 6.649 -3.617 -2.754
H 4.135 -3.373 0.697
H 2.492 -3.248 1.359
H 3.251 -1.820 0.656
H 5.498 -5.964 -2.259
H 3.981 -6.676 -2.662
H 4.800 -7.195 -1.190
C -4.662 2.356 1.950
O -5.544 3.241 1.298
P -5.121 4.649 0.695
O -4.433 5.593 1.599
O -4.173 4.184 -0.507
C -3.052 4.901 -0.949
O -6.580 5.182 0.025
C -7.364 4.308 -0.809
H -4.639 1.360 1.509
H -4.879 2.263 3.014
H -3.658 2.774 1.871
H -2.201 4.226 -1.045
H -2.872 5.761 -0.304
H -3.246 5.308 -1.941
H -8.285 3.946 -0.353
H -6.800 3.417 -1.088
H -7.611 4.714 -1.790
C -4.109 1.301 7.574
O -4.313 0.773 6.250
P -3.107 0.259 5.311
O -1.926 -0.198 6.054
O -3.918 -0.822 4.342
C -4.039 -2.195 4.675
O -2.931 1.492 4.273
C -1.757 2.335 4.302
H -3.165 0.930 7.975
H -4.930 0.873 8.151
H -4.311 2.363 7.716
H -3.452 -2.556 5.519
H -3.731 -2.731 3.777
H -5.080 -2.473 4.838
H -1.043 2.090 5.088
H -1.991 3.373 4.540
H -1.262 2.399 3.333
C -3.459 1.231 -1.718
O -4.439 0.372 -2.263
P -5.718 -0.156 -1.400
O -6.639 0.905 -0.857
O -6.359 -1.267 -2.370
C -7.524 -2.002 -2.072
O -5.043 -1.070 -0.216
C -5.708 -1.375 1.048
H -3.647 2.246 -2.067
H -2.420 0.940 -1.871
H -3.525 1.410 -0.645
H -8.098 -1.596 -1.239
H -7.272 -3.055 -1.945
H -8.180 -2.050 -2.941
H -5.134 -1.004 1.897
H -5.720 -2.458 1.167
H -6.717 -0.977 1.155
C -3.882 2.829 -6.533
O -2.812 3.381 -5.791
P -1.239 2.879 -5.940
O -0.822 2.833 -7.392
O -0.401 3.903 -4.970
C 0.997 3.802 -4.874
O -1.195 1.470 -5.139
C -0.167 0.599 -5.111
H -3.540 2.074 -7.240
H -4.165 3.671 -7.164
H -4.748 2.468 -5.977
H 1.431 3.000 -5.471
H 1.229 3.707 -3.813
H 1.464 4.751 -5.139
H -0.577 -0.411 -5.113
H 0.408 0.753 -4.198
H 0.575 0.683 -5.905
C 5.286 4.040 0.602
O 5.227 2.646 0.133
P 6.390 1.600 0.646
O 7.755 1.757 0.088
O 6.256 1.799 2.251
C 7.101 1.204 3.243
O 5.700 0.200 0.395
C 6.448 -1.008 0.649
H 5.631 4.721 -0.177
H 6.050 4.101 1.377
H 4.386 4.403 1.097
H 6.802 0.285 3.748
H 7.504 1.914 3.965
H 8.016 0.893 2.737
H 6.569 -1.625 -0.242
H 5.833 -1.499 1.403
H 7.473 -0.829 0.973
C -1.506 -0.903 2.045
O -0.350 -1.056 1.191
P 0.027 0.274 0.362
O -0.658 1.570 0.624
O 1.635 0.246 0.508
C 2.346 1.237 -0.176
O -0.193 -0.211 -1.169
C 0.508 -1.325 -1.654
H -2.210 -0.104 1.811
H -1.230 -0.739 3.087
H -2.093 -1.821 2.066
H 2.877 1.878 0.527
H 1.783 1.877 -0.855
H 3.117 0.729 -0.755
H 1.557 -1.201 -1.385
H 0.415 -1.383 -2.738
H 0.225 -2.276 -1.202
C 2.375 2.733 7.299
O 2.537 1.301 7.250
P 2.754 0.542 5.772
O 4.167 0.676 5.351
O 1.621 1.045 4.716
C 1.809 0.722 3.361
O 2.334 -0.976 6.190
C 0.991 -1.188 6.506
H 3.348 3.112 6.987
H 2.041 3.056 8.285
H 1.600 2.977 6.573
H 2.030 1.601 2.755
H 0.818 0.339 3.119
H 2.518 -0.062 3.095
H 0.544 -1.377 5.531
H 0.479 -0.377 7.024
H 0.847 -2.016 7.201
*
```

Results
SMILES ... COP(=O)(OC)OC.COP(=O)(OC)OC.COP(=O)(OC)OC.COP(=O)(OC)OC.COP(=O)(OC)OC.COP(=O)(OC)OC.COP(=O)(OC)OC.COP(=O)(OC)OC.COP(=O)(OC)OC.COP(=O)(OC)OC

Version ii
Formula: C30H90O40P10
Source: the OMol25 dataset
Level of theory: ωB97M-V/def2-TZVPD

```
! RIJCOSX wB97M-V def2-TZVPD def2/J DEFGRID3
* xyz 0 1
C 0.616 2.018 0.767
O -0.084 0.800 0.944
P 0.838 -0.525 1.487
O 0.068 -1.553 2.133
O 1.723 -0.952 0.190
C 1.074 -1.647 -0.905
O 1.932 0.267 2.376
C 3.050 -0.429 2.901
H 1.339 1.879 -0.038
H 1.084 2.449 1.652
H -0.121 2.746 0.430
H 1.565 -2.447 -1.460
H 0.765 -1.009 -1.733
H 0.123 -2.090 -0.610
H 2.847 -1.492 3.030
H 3.473 0.078 3.768
H 3.958 -0.271 2.318
C 3.955 -5.545 3.886
O 4.421 -4.781 5.030
P 5.098 -3.262 4.946
O 4.853 -2.549 3.686
O 6.730 -3.599 5.213
C 7.659 -2.588 4.881
O 4.485 -2.628 6.361
C 4.724 -1.294 6.827
H 3.977 -6.626 4.028
H 4.520 -5.281 2.992
H 2.928 -5.237 3.690
H 8.578 -3.029 4.492
H 7.911 -2.202 5.868
H 7.274 -1.817 4.213
H 5.089 -0.599 6.071
H 5.548 -1.222 7.536
H 3.877 -0.746 7.238
C 1.388 -8.227 -7.318
O 1.320 -7.557 -6.141
P 0.515 -6.122 -6.062
O 1.044 -5.112 -7.092
O 0.557 -5.559 -4.550
C 1.651 -4.974 -3.837
O -0.975 -6.649 -6.381
C -1.689 -7.581 -5.639
H 0.819 -7.801 -8.145
H 0.831 -9.163 -7.348
H 2.344 -8.435 -7.798
H 1.349 -4.121 -3.229
H 2.419 -4.648 -4.538
H 2.157 -5.744 -3.253
H -1.207 -8.558 -5.667
H -2.709 -7.673 -6.013
H -1.887 -7.408 -4.582
C -1.220 -2.725 -4.176
O -2.573 -2.874 -3.831
P -3.544 -4.060 -4.294
O -3.468 -5.343 -3.661
O -4.986 -3.442 -4.329
C -6.000 -3.675 -3.399
O -3.267 -4.012 -5.873
C -3.928 -4.929 -6.714
H -0.629 -2.549 -3.278
H -1.252 -1.846 -4.819
H -1.025 -3.703 -4.617
H -6.822 -4.291 -3.764
H -6.598 -2.784 -3.207
H -5.811 -4.211 -2.469
H -4.388 -5.734 -6.140
H -3.315 -5.575 -7.342
H -4.603 -4.427 -7.406
C 1.278 -0.367 -6.368
O 2.475 0.074 -5.592
P 3.303 -0.865 -4.634
O 2.569 -2.044 -4.278
O 4.706 -1.131 -5.327
C 5.256 -2.447 -5.338
O 3.670 0.238 -3.506
C 4.589 -0.271 -2.425
H 0.367 -0.145 -5.811
H 1.274 -1.437 -6.576
H 1.285 0.046 -7.377
H 4.717 -3.159 -4.712
H 6.270 -2.364 -4.948
H 5.238 -2.709 -6.396
H 4.011 -0.956 -1.805
H 5.051 0.478 -1.782
H 5.396 -0.856 -2.867
C -5.459 -2.880 0.203
O -4.269 -3.374 -0.302
P -3.686 -4.863 0.238
O -4.156 -6.150 -0.396
O -2.110 -4.576 0.163
C -1.398 -4.833 -1.067
O -3.969 -4.847 1.931
C -3.261 -5.817 2.772
H -6.167 -2.719 -0.611
H -5.317 -1.803 0.293
H -5.909 -3.172 1.152
H -1.229 -5.878 -1.328
H -0.401 -4.422 -0.909
H -1.940 -4.478 -1.944
H -2.946 -6.718 2.246
H -3.759 -6.284 3.622
H -2.386 -5.347 3.221
C 4.136 7.937 2.320
O 2.798 7.624 2.846
P 2.197 6.200 3.038
O 1.654 5.658 1.772
O 3.201 5.278 3.958
C 3.136 3.878 3.663
O 1.016 6.372 4.042
C 0.965 6.937 5.376
H 3.996 8.699 1.554
H 4.698 7.047 2.036
H 4.640 8.440 3.145
H 3.748 3.515 4.489
H 3.540 3.502 2.723
H 2.201 3.319 3.707
H 0.384 7.858 5.397
H 1.957 7.221 5.726
H 0.442 6.238 6.030
C -2.173 4.098 3.220
O -1.810 4.808 4.414
P -2.304 4.526 5.950
O -1.492 5.168 6.977
O -3.877 4.977 6.019
C -4.287 5.689 7.205
O -2.470 2.912 6.034
C -1.418 2.003 5.911
H -1.252 4.019 2.641
H -2.728 4.772 2.568
H -2.378 3.027 3.246
H -4.179 6.766 7.074
H -3.719 5.319 8.058
H -5.313 5.359 7.363
H -1.645 1.136 5.291
H -1.355 1.464 6.856
H -0.443 2.381 5.601
C 1.182 10.223 -3.483
O 0.673 9.120 -2.679
P 1.344 7.714 -2.930
O 2.614 7.497 -2.280
O 0.274 6.663 -2.350
C 0.261 6.482 -0.963
O 1.344 7.611 -4.598
C 2.301 6.851 -5.364
H 2.266 10.121 -3.525
H 1.225 11.141 -2.896
H 0.732 10.242 -4.476
H 0.806 7.202 -0.352
H 0.492 5.470 -0.628
H -0.722 6.878 -0.709
H 2.327 5.821 -5.009
H 3.343 7.118 -5.189
H 2.309 7.002 -6.444
C -5.148 2.135 4.341
O -4.727 2.061 3.029
P -5.305 1.053 1.980
O -6.111 -0.073 2.538
O -4.052 0.486 1.053
C -2.869 0.004 1.667
O -6.120 2.053 0.895
C -7.362 2.729 1.270
H -4.443 1.777 5.091
H -6.115 1.652 4.481
H -5.204 3.202 4.552
H -2.402 0.918 2.033
H -2.221 -0.640 1.072
H -2.941 -0.536 2.611
H -8.265 2.144 1.096
H -7.588 3.647 0.727
H -7.235 2.856 2.345
*
```

Results
SMILES ... COP(=O)(OC)OC.COP(=O)(OC)OC.COP(=O)(OC)OC.COP(=O)(OC)OC.COP(=O)(OC)OC.COP(=O)(OC)OC.COP(=O)(OC)OC.COP(=O)(OC)OC.COP(=O)(OC)OC.COP(=O)(OC)OC

In kJ/mol, relative to the most stable structure: version i 0.0; version ii 482.9.

Version i
Formula: CH5N3
Source: the OMol25 dataset
Level of theory: ωB97M-V/def2-TZVPD

```
! RIJCOSX wB97M-V def2-TZVPD def2/J DEFGRID3
* xyz 0 1
H 1.990 0.966 0.121
N 1.878 -0.052 0.058
C 0.653 -0.375 -0.063
N -0.448 0.443 -0.131
N -1.735 -0.032 0.097
H 0.380 -1.435 -0.156
H -0.323 1.401 0.170
H -1.740 -0.740 0.830
H -2.085 -0.455 -0.755
*
```

Results
SMILES ... [H]/N=C\NN

Version ii
Formula: CH5N3
Source: the OMol25 dataset
Level of theory: ωB97M-V/def2-TZVPD

```
! RIJCOSX wB97M-V def2-TZVPD def2/J DEFGRID3
* xyz 0 1
H 1.095 -1.340 -0.329
N 1.770 -0.649 -0.089
C 1.073 0.447 0.004
N -0.364 0.620 -0.218
N -1.098 -0.588 -0.012
H 1.648 1.315 0.307
H -0.755 1.617 -0.031
H -1.947 -0.732 -0.673
H -1.421 -0.690 1.041
*
```

Results
SMILES ... [H]/N=C\NN

In kJ/mol, relative to the most stable structure: version i 0.0; version ii 69.1.

Version i
Formula: CH5N3
Source: the OMol25 dataset
Level of theory: ωB97M-V/def2-TZVPD

```
! RIJCOSX wB97M-V def2-TZVPD def2/J DEFGRID3
* xyz 0 1
H 1.629 0.843 -2.718
N 1.160 0.078 -2.278
N 0.645 0.505 -1.152
N 0.272 -0.440 -0.261
C -0.445 0.086 0.881
H 0.898 -1.287 -0.370
H -0.260 -0.485 1.816
H -0.452 1.178 0.964
H -1.498 0.091 0.648
*
```

Results
SMILES ... [H]/N=N/NC

Version ii
Formula: CH5N3
Source: the OMol25 dataset
Level of theory: ωB97M-V/def2-TZVPD

```
! RIJCOSX wB97M-V def2-TZVPD def2/J DEFGRID3
* xyz 0 1
N -1.448 0.055 -1.382
N 1.089 0.074 1.255
C -0.051 -0.147 0.537
N -0.111 -0.019 -0.740
H -1.249 -0.321 -2.313
H -0.378 0.927 -1.359
H 1.953 0.135 0.738
H 1.158 -0.354 2.164
H -0.963 -0.350 1.099
*
```

In kJ/mol, relative to the most stable structure: version i 0.0; version ii 136.4.

Version i
Formula: C3H7Cl
Source: the OMol25 dataset
Level of theory: ωB97M-V/def2-TZVPD

```
! RIJCOSX wB97M-V def2-TZVPD def2/J DEFGRID3
* xyz 0 1
C 0.423 -1.231 -0.105
C -0.379 -0.105 0.456
C -0.075 1.268 -0.209
H 1.329 -1.121 0.714
H 1.160 -0.852 -1.135
H 0.019 -2.535 -0.352
H -0.661 0.082 1.463
H 1.043 1.614 0.225
H -0.687 2.069 0.306
H -0.140 1.091 -1.283
Cl -2.032 -0.280 -0.081
*
```

Version ii
Formula: C3H7Cl
Source: the OMol25 dataset
Level of theory: ωB97M-V/def2-TZVPD

```
! RIJCOSX wB97M-V def2-TZVPD def2/J DEFGRID3
* xyz 0 1
C -1.595 0.129 -0.441
C -0.711 -0.868 0.185
C 1.958 0.572 0.377
Cl 3.187 -0.410 -0.251
H -1.066 0.701 -1.206
H -2.427 -0.366 -0.956
H -2.012 0.813 0.293
H -0.755 -1.066 1.235
H -0.174 -1.558 -0.443
H 1.939 0.654 1.445
H 1.656 1.398 -0.238
*
```

In kJ/mol, relative to the most stable structure: version i 0.0; version ii 63.0.

Version i
Formula: C4H6ClF
Source: the OMol25 dataset
Level of theory: ωB97M-V/def2-TZVPD

```
! RIJCOSX wB97M-V def2-TZVPD def2/J DEFGRID3
* xyz 0 1
C 0.245 1.955 0.976
C 0.054 1.017 0.025
Cl 0.107 1.300 -1.697
C 0.492 -0.474 -0.054
C -0.587 -1.414 -0.454
F 1.490 -0.713 -0.872
H 0.493 1.664 2.085
H -0.093 2.967 0.717
H 0.664 -0.824 0.903
H -0.551 -2.569 -0.191
H -0.870 -1.647 -1.547
H -1.444 -1.261 0.109
*
```

Results
SMILES ... C=C(Cl)[C@@H](C)F

Version ii
Formula: C4H6ClF
Source: the OMol25 dataset
Level of theory: ωB97M-V/def2-TZVPD

```
! RIJCOSX wB97M-V def2-TZVPD def2/J DEFGRID3
* xyz 0 1
C -1.802 -0.716 0.373
C -0.377 -0.525 -0.012
C 0.370 0.552 0.028
C 1.804 0.616 -0.203
F 2.297 -0.589 -0.526
Cl 2.080 1.851 -1.492
H -2.388 -1.032 -0.517
H -2.212 0.317 0.686
H -1.959 -1.495 1.181
H -0.006 -1.480 -0.440
H -0.175 1.535 0.258
H 2.367 0.967 0.663
*
```

Results
SMILES ... C/C=C/[C@@H](F)Cl

Version iii
Formula: C4H6ClF
Source: the OMol25 dataset
Level of theory: ωB97M-V/def2-TZVPD

```
! RIJCOSX wB97M-V def2-TZVPD def2/J DEFGRID3
* xyz 0 1
C 2.487 -0.265 -0.336
C 1.291 -0.913 0.364
C -0.049 -0.272 0.069
Cl -0.209 1.457 0.060
C -1.150 -1.009 -0.044
F -2.404 -0.541 -0.163
H 2.509 -0.385 -1.418
H 3.376 -0.728 0.114
H 2.408 0.809 -0.125
H 1.201 -1.968 0.144
H 1.312 -0.749 1.437
H -1.079 -2.124 -0.017
*
```

Results
SMILES ... CC/C(Cl)=C/F

In kJ/mol, relative to the most stable structure: version i 168.4; version ii 8.3; version iii 0.0.